Entry 1:
Entry from the OMol25 dataset: a 7-piece molecular cluster, C28H76N6O8 overall in a non-equilibrium geometry (wB97M-V/def2-TZVPD).

Output
**Relative energy (zero: lowest compared OMol25 entry of this formula, charge and spin)**: 0.00 kcal per mole
**Kohn-Sham gap**: 0.3417 hartree
**Net charge**: 0
**E_LUMO**: 0.5 eV
**E_HOMO**: -8.762 eV

Last column: Löwdin charge in e.
Positions of all 118 atoms, in Å:
1 C -0.0484 -0.6579 0.7197  -0.0877
2 C -1.1025 -1.3751 1.5289  -0.3119
3 O -0.9691 -1.2000 2.9099  -0.0709
4 H -0.0625 0.4176 0.8963  0.0749
5 H -0.2674 -0.7673 -0.3424  0.0627
6 H 0.9603 -1.0235 0.9121  0.0407
7 H -0.9556 -2.4378 1.3358  0.0910
8 H -2.1241 -1.1070 1.2595  0.1040
9 H -0.0902 -1.5199 3.1263  0.0378
10 C -0.1698 3.8683 0.9684  -0.0569
11 O 0.5310 3.7869 -0.3243  -0.1973
12 C -0.4015 3.6344 -1.3559  -0.2371
13 C 0.4076 3.8726 -2.6309  -0.1989
14 N 1.5419 2.9768 -2.7839  -0.0598
15 C 2.6499 3.4758 -3.6053  -0.1804
16 C 3.3467 4.6980 -2.9743  -0.1841
17 O 2.6704 5.9302 -3.2978  -0.2321
18 C 3.0955 7.0505 -2.5307  -0.1029
19 H 0.4963 4.1567 1.7815  0.0832
20 H -0.6855 2.9515 1.2542  0.0749
21 H -0.8596 4.7039 0.8503  0.0815
22 H -1.2120 4.3631 -1.3446  0.1252
23 H -0.8244 2.6301 -1.3781  0.1037
24 H 0.6944 4.9146 -2.7727  0.1112
25 H -0.3464 3.6665 -3.3907  0.1107
26 H 1.9105 2.8191 -1.8569  0.0674
27 H 2.3441 3.6725 -4.6328  0.1271
28 H 3.3521 2.6431 -3.6473  0.0873
29 H 4.3284 4.9238 -3.3907  0.1204
30 H 3.4315 4.5635 -1.8960  0.1191
31 H 4.1463 7.3084 -2.6626  0.0834
32 H 2.8583 6.8073 -1.4950  0.0847
33 H 2.4914 7.9053 -2.8347  0.0868
34 C 0.8852 -3.9586 5.0530  -0.0576
35 C 1.0602 -4.0240 3.5936  -0.4482
36 C 2.2758 -3.1991 3.0767  -0.1807
37 O 1.9455 -1.8179 3.0821  -0.2271
38 C 3.0830 -0.9289 3.1720  -0.0674
39 N 1.2955 -5.3668 3.1412  0.0486
40 H 1.0337 -2.9633 5.4716  0.0825
41 H 1.6103 -4.5565 5.6052  0.0835
42 H -0.1349 -4.2229 5.3317  0.0874
43 H 0.1904 -3.7136 3.0147  0.1300
44 H 2.4842 -3.5257 2.0578  0.1113
45 H 3.1696 -3.4444 3.6504  0.1251
46 H 3.5908 -0.9943 2.2097  0.0681
47 H 3.7984 -1.1496 3.9643  0.0864
48 H 2.6611 0.0611 3.3453  0.0943
49 H 2.0800 -5.7669 3.6357  0.0676
50 H 1.5351 -5.4848 2.1672  0.0227
51 C -6.9948 4.7098 4.8824  -0.0770
52 C -7.0411 3.3729 4.1606  -0.4528
53 C -5.6138 2.8316 3.8180  -0.1824
54 O -5.5337 1.4760 3.3879  -0.1930
55 C -4.2575 0.9078 3.3305  -0.1185
56 N -7.6376 2.5452 5.1400  0.0103
57 H -6.7106 4.6208 5.9309  0.0831
58 H -7.9946 5.1432 4.9086  0.0738
59 H -6.3596 5.4342 4.3725  0.0737
60 H -7.6975 3.3296 3.2915  0.1352
61 H -5.0025 2.9315 4.7150  0.1227
62 H -5.1442 3.4866 3.0842  0.1180
63 H -3.5225 1.5689 2.8713  0.0824
64 H -4.2709 -0.0186 2.7562  0.0817
65 H -3.9545 0.5763 4.3236  0.0914
66 H -7.7240 1.6180 4.7488  0.0748
67 H -8.5820 2.8803 5.2659  0.0771
68 C 2.8338 -0.4505 -0.6228  -0.0610
69 C 3.9195 -0.0738 -1.6095  -0.3988
70 C 3.5769 -0.5502 -3.0329  -0.1723
71 O 3.4202 -1.9653 -3.1551  -0.2247
72 C 4.5551 -2.7365 -2.8100  -0.0980
73 N 4.0122 1.3967 -1.6093  0.0518
74 H 2.9332 -0.0754 0.3958  0.0655
75 H 2.8012 -1.5392 -0.5796  0.0741
76 H 1.8869 -0.0938 -1.0281  0.0814
77 H 4.9055 -0.4333 -1.3151  0.1288
78 H 4.3855 -0.3044 -3.7213  0.1249
79 H 2.7287 0.0029 -3.4364  0.1136
80 H 4.6472 -3.6565 -3.3872  0.0969
81 H 4.5454 -2.9178 -1.7352  0.0770
82 H 5.4220 -2.1058 -3.0070  0.0870
83 H 3.3234 1.7774 -2.2423  -0.0035
84 H 3.7071 1.7364 -0.7084  0.0699
85 C -3.0955 0.8057 -1.2415  -0.0576
86 C -3.2811 0.5889 -2.7794  -0.3872
87 C -2.7148 -0.8074 -3.3646  -0.1435
88 O -1.3048 -0.9898 -3.1606  -0.2295
89 C -0.4075 -0.2810 -3.9447  -0.1048
90 N -4.6719 0.8956 -3.1504  0.0364
91 H -3.4413 1.7914 -0.9305  0.0718
92 H -2.1136 0.7134 -0.7774  0.0412
93 H -3.6901 0.1528 -0.6026  0.0671
94 H -2.6249 1.2808 -3.3073  0.1093
95 H -2.9674 -0.8991 -4.4210  0.1118
96 H -3.2928 -1.5777 -2.8541  0.1158
97 H 0.6038 -0.6670 -3.8162  0.0716
98 H -0.4483 0.7833 -3.7127  0.0726
99 H -0.6977 -0.4038 -4.9881  0.0938
100 H -5.2677 0.2743 -2.6220  0.0664
101 H -4.8085 0.7053 -4.1328  0.0646
102 C -0.7992 -4.3464 -1.0069  -0.0412
103 C 0.6881 -3.8926 -1.2160  -0.3891
104 C 1.8509 -4.9464 -1.1119  -0.1130
105 O 1.9487 -5.5051 0.2544  -0.2471
106 C 3.0034 -6.4778 0.4169  -0.0904
107 N 0.7094 -3.2157 -2.5383  0.0614
108 H -1.5131 -3.5432 -1.1891  0.0632
109 H -0.8587 -4.5893 0.0540  0.0651
110 H -1.0104 -5.1355 -1.7287  0.0767
111 H 0.8592 -3.0920 -0.4964  0.0961
112 H 2.7727 -4.4105 -1.3383  0.0941
113 H 1.7021 -5.7276 -1.8574  0.1252
114 H 3.1432 -6.7886 1.4522  0.0787
115 H 3.9611 -6.0937 0.0655  0.0828
116 H 2.7348 -7.3566 -0.1694  0.0868
117 H 1.6430 -2.8669 -2.7024  0.0267
118 H 0.1248 -2.3988 -2.4332  0.0267

Force components x, y, z for each atom (eV/Å):
-0.299 0.569 -0.367
0.414 -0.686 -0.234
-0.258 0.514 0.644
0.041 0.170 0.226
0.051 -0.223 -0.196
-0.273 -0.107 0.152
-0.376 -0.351 -0.380
0.059 0.113 -0.102
0.411 0.099 0.307
0.582 0.714 -1.055
-0.758 -0.100 2.635
1.488 0.091 -1.199
-1.169 -0.056 -0.631
-0.194 -0.175 -0.067
-0.035 0.457 0.641
0.179 1.121 -1.067
-0.515 -0.139 -0.067
-0.727 -0.731 -0.037
0.421 -0.220 -0.352
-0.044 -0.126 -0.303
-0.421 -0.147 0.240
-0.110 0.170 0.304
-0.113 -0.220 0.160
-0.052 0.120 0.429
0.124 -0.048 -0.657
-0.095 0.025 0.224
-0.192 0.151 0.080
0.313 0.405 -0.368
0.556 -0.945 0.109
-0.065 0.000 0.234
0.213 -0.207 0.007
0.323 0.357 0.358
0.009 -0.098 -0.067
-0.598 0.588 1.487
1.669 0.363 -2.428
-0.990 0.103 -0.080
1.000 0.391 1.004
-1.065 -0.438 -0.640
0.097 -1.811 0.662
-0.043 0.332 -0.364
-0.053 -0.432 -0.194
0.127 -0.362 0.132
-0.236 0.488 0.337
-0.036 0.054 -0.299
0.121 0.223 0.451
0.314 0.330 0.022
-0.217 -0.372 0.207
0.166 0.018 -0.174
0.050 -0.155 0.394
-0.494 0.616 -0.230
0.134 1.012 -0.964
1.268 -0.395 -0.060
0.288 0.298 0.432
-1.639 0.415 -0.409
0.222 -0.309 0.351
-0.703 -1.944 0.979
0.349 -0.339 -0.214
-0.136 0.018 -0.145
0.095 0.137 0.069
0.397 0.738 -0.648
-0.009 0.064 0.417
-0.041 0.130 -0.383
0.151 0.165 0.108
-0.393 0.147 -0.284
0.387 0.367 0.241
-0.080 -0.423 0.173
-0.241 -0.105 0.319
-0.018 -1.113 -0.616
-0.447 1.069 0.284
1.364 -0.410 0.099
-1.105 -0.019 -0.214
0.351 1.303 0.265
0.363 0.181 -0.462
0.359 0.194 -0.187
-0.372 -0.215 0.251
-0.106 -0.030 0.069
-0.030 -0.324 0.040
0.429 0.396 0.087
-0.542 -0.506 0.267
-0.452 0.106 0.010
0.097 -0.391 0.103
0.464 -0.239 -0.091
0.091 -0.361 0.000
0.218 0.041 0.288
-0.369 -0.083 0.083
1.398 -0.553 -0.092
-0.295 1.340 1.134
-1.411 -1.024 1.422
-0.583 0.709 -0.891
0.896 -0.365 0.385
-0.063 0.255 -0.461
0.416 -0.153 -0.810
-0.396 -0.494 -0.400
-0.168 0.611 0.169
0.087 0.275 -0.290
0.565 -0.475 0.163
-0.165 -0.071 0.202
0.356 0.199 0.040
0.212 0.057 -0.393
-0.341 -0.088 -0.027
-0.144 -0.024 -0.145
1.791 -0.061 0.290
-0.909 0.612 -0.420
-1.105 0.365 1.130
0.334 0.283 -0.932
-0.600 0.343 -0.978
0.566 -0.929 0.328
0.319 0.280 -0.116
-0.495 -0.709 -0.137
-0.177 -0.308 0.426
0.349 -0.272 0.738
0.203 -0.043 -0.010
-0.016 -0.257 0.069
-0.455 0.334 0.085
0.090 0.147 -0.125
0.180 -0.202 -0.036
0.259 0.157 -0.235
-0.337 0.051 -0.225

=====

Entry 2:
Entry from the OMol25 dataset: a 10-piece molecular cluster, C28H76O8S8 overall in a non-equilibrium geometry (wB97M-V/def2-TZVPD).

Output
**Kohn-Sham gap**: 0.3204 hartree
**Net charge**: 0
**E_LUMO**: 0.1 eV
**E_HOMO**: -8.593 eV

Last column: Löwdin charge in e.
Positions of all 120 atoms, in Å:
1 C -2.9995 5.2215 5.2051  -0.2221
2 S -1.8077 4.7109 3.8754  0.8241
3 O -1.9226 3.1796 3.6160  -0.5861
4 C -2.6467 5.5373 2.4737  -0.2542
5 H -2.6068 4.9642 6.1889  0.0425
6 H -3.9284 4.7339 4.9094  0.0530
7 H -3.1623 6.2770 4.9874  0.0401
8 H -1.9657 5.2819 1.6619  0.0354
9 H -2.7094 6.6039 2.6892  0.0499
10 H -3.6283 5.0988 2.2940  0.0595
11 C 2.0011 4.9806 6.0545  -0.2442
12 S 3.3140 4.1785 4.9696  0.8595
13 O 3.5095 2.7738 5.5636  -0.5795
14 C 2.4036 4.3430 3.3859  -0.2615
15 H 2.0423 6.0696 6.0333  0.0459
16 H 2.1667 4.8589 7.1249  0.0502
17 H 1.0030 4.5451 6.0082  0.0139
18 H 1.3247 4.2985 3.5345  0.0195
19 H 2.8724 3.6854 2.6538  0.0422
20 H 2.6555 5.3614 3.0898  0.0456
21 C 1.7182 4.0986 -3.3453  -0.2340
22 S 2.8328 4.1728 -1.8316  0.8139
23 O 4.1299 4.8280 -2.3012  -0.5763
24 C 1.8268 5.5575 -1.1691  -0.2606
25 H 2.0234 3.2384 -3.9411  0.0422
26 H 1.6742 5.0200 -3.9259  0.0550
27 H 0.7175 3.8975 -2.9629  0.0342
28 H 1.7494 6.3403 -1.9236  0.0528
29 H 2.3165 5.8450 -0.2387  0.0401
30 H 0.7789 5.3412 -0.9612  0.0453
31 C -5.1457 -2.2957 0.5023  -0.2319
32 S -5.6054 -2.0852 -1.3485  0.8570
33 O -4.3805 -2.5487 -2.1308  -0.5926
34 C -6.8663 -3.4547 -1.2603  -0.2717
35 H -4.9323 -3.2550 0.9738  0.0578
36 H -5.8889 -1.6836 1.0132  0.0366
37 H -4.2882 -1.6312 0.6082  0.0183
38 H -7.1725 -3.7718 -2.2571  0.0433
39 H -7.7940 -3.1018 -0.8099  0.0439
40 H -6.5816 -4.3303 -0.6768  0.0482
41 C 0.7395 1.2324 8.6585  -0.2437
42 S -0.6008 1.8769 7.5067  0.8768
43 O -0.6143 3.4154 7.6891  -0.6247
44 C 0.4812 1.5784 5.9781  -0.2233
45 H 0.9784 0.2237 8.3216  0.0403
46 H 0.3854 1.0478 9.6727  0.0392
47 H 1.6162 1.8761 8.5862  0.0552
48 H 1.0281 0.6358 5.9983  0.0295
49 H 1.2346 2.3647 5.9313  0.0023
50 H -0.0491 1.6203 5.0268  0.0256
51 C 3.6322 -3.0174 3.8376  -0.1990
52 S 1.7269 -2.7310 3.8255  0.8593
53 O 1.3572 -1.4841 4.6700  -0.6129
54 C 1.5630 -2.1930 2.0819  -0.2634
55 H 3.9473 -2.9590 4.8795  0.0457
56 H 4.1005 -2.1926 3.3005  0.0408
57 H 3.6365 -3.9459 3.2667  0.0360
58 H 1.8430 -3.1073 1.5586  0.0278
59 H 2.1406 -1.3091 1.8114  0.0465
60 H 0.4979 -2.0726 1.8845  0.0372
61 C 0.2050 1.5695 1.8957  -0.2274
62 S -0.3619 1.9805 0.1688  0.8555
63 O 0.9462 2.0728 -0.6376  -0.6102
64 C -1.4341 0.5330 -0.1418  -0.2577
65 H 1.0552 0.8874 1.8889  0.0416
66 H -0.5960 1.2035 2.5379  0.0426
67 H 0.6601 2.4914 2.2579  0.0094
68 H -1.8821 0.0670 0.7358  0.0513
69 H -0.9210 -0.1025 -0.8636  0.0372
70 H -2.3339 0.8334 -0.6787  0.0344
71 C 4.7079 1.8428 0.4634  -0.2557
72 S 5.3403 0.3490 -0.3582  0.8471
73 O 4.7212 -0.8079 0.4061  -0.5728
74 C 4.4407 0.7291 -1.8950  -0.2824
75 H 3.7759 1.4412 0.8611  0.0398
76 H 4.5514 2.7334 -0.1451  0.0207
77 H 5.4520 1.9631 1.2508  0.0422
78 H 3.3517 0.7754 -1.9024  0.0483
79 H 4.7037 -0.0467 -2.6140  0.0387
80 H 4.6055 1.6747 -2.4114  0.0439
81 C 2.1007 -8.1455 -1.5947  -0.0921
82 C 0.7380 -7.5805 -1.0033  -0.2411
83 C 0.8151 -6.1018 -0.6601  -0.2493
84 C 0.7609 -5.1762 -1.8796  -0.2358
85 C 0.8161 -3.6994 -1.4673  -0.2197
86 C -0.6105 -3.2201 -0.9493  -0.0890
87 H 2.2442 -7.6685 -2.5642  0.0564
88 H 2.0014 -9.2210 -1.7412  0.0589
89 H 3.0401 -7.8749 -1.1126  0.0642
90 H -0.0445 -7.7295 -1.7473  0.1019
91 H 0.4312 -7.9680 -0.0317  0.0949
92 H 1.7310 -5.8634 -0.1194  0.1145
93 H -0.1042 -5.8951 -0.1121  0.0977
94 H 1.7749 -5.2263 -2.2765  0.1001
95 H 0.0213 -5.4065 -2.6464  0.1199
96 H 1.4424 -3.6865 -0.5752  0.0724
97 H 1.1777 -3.0774 -2.2861  0.1038
98 H -0.5196 -2.2859 -0.3950  0.0276
99 H -1.3079 -3.0690 -1.7733  0.0557
100 H -1.1325 -3.9492 -0.3295  0.0601
101 C -2.2716 -0.0716 -3.9297  -0.1097
102 C -2.9810 -0.2430 -5.3137  -0.2577
103 C -2.0637 -0.9053 -6.3356  -0.2267
104 C -2.5367 -0.5614 -7.7776  -0.2249
105 C -1.7098 -0.9087 -9.0161  -0.2750
106 C -1.5378 -2.3709 -9.3488  -0.1225
107 H -1.7512 -0.9171 -3.4798  0.0567
108 H -3.1092 0.1191 -3.2588  0.0525
109 H -1.5383 0.7342 -3.9617  0.0675
110 H -3.9081 -0.8138 -5.2606  0.1070
111 H -3.2120 0.7802 -5.6099  0.0984
112 H -2.1623 -1.9637 -6.0947  0.1093
113 H -1.0221 -0.5904 -6.2714  0.1111
114 H -3.5914 -0.8203 -7.8710  0.1101
115 H -2.5774 0.5241 -7.6871  0.0954
116 H -2.1560 -0.3887 -9.8639  0.0997
117 H -0.6883 -0.5479 -8.8961  0.1037
118 H -0.6073 -2.6954 -8.8830  0.0666
119 H -2.3248 -3.0840 -9.1032  0.0748
120 H -1.2864 -2.3655 -10.4094  0.0663

Force components x, y, z for each atom (eV/Å):
0.194 -0.361 -1.702
-0.508 -2.017 0.103
-0.045 2.701 0.481
0.412 -0.679 0.612
-0.112 0.076 -0.171
-0.025 -0.316 0.491
0.268 0.166 0.592
-0.228 0.367 -0.224
0.126 -0.044 -0.237
0.039 -0.018 0.113
0.317 0.007 0.530
-0.089 -0.568 2.411
-0.757 1.763 -1.568
0.200 0.108 0.667
-0.248 0.059 -0.969
1.003 -0.745 -0.027
-0.079 0.177 -0.840
0.064 -0.514 -0.289
-0.398 -0.244 0.084
0.016 0.128 0.045
0.089 -0.841 0.841
-0.189 1.858 -2.121
-1.319 -0.876 0.739
-0.091 -0.116 0.303
0.089 0.197 -0.102
0.555 0.036 0.215
0.010 -0.152 0.074
0.740 0.148 0.120
-0.018 0.402 -0.200
0.121 -0.763 0.179
-0.115 2.013 -0.973
1.662 -2.405 1.176
-1.864 0.561 0.827
-0.349 0.044 -0.313
-0.346 -0.132 -0.635
-0.494 -0.553 0.251
0.434 -0.308 -0.220
0.425 0.111 -0.166
0.148 0.532 0.189
0.556 0.167 -0.147
-0.752 -0.491 -0.574
2.173 1.512 -0.363
-0.161 -2.079 -0.325
-0.102 0.210 0.229
0.146 0.072 -0.405
-0.205 0.764 0.009
-0.198 0.045 0.076
-0.291 -0.145 0.304
-0.079 -0.007 0.471
-0.630 0.044 0.356
-2.137 1.214 -0.514
0.397 2.651 0.956
0.757 -1.990 -1.151
-0.113 -1.037 0.603
-0.100 -0.715 -0.149
-0.034 -0.122 -0.172
0.753 -0.144 0.493
0.350 0.247 -0.474
0.154 -0.238 0.137
0.008 0.223 0.228
0.350 0.197 -0.740
1.173 0.751 1.179
-1.810 -0.875 0.549
-0.164 0.000 -1.052
-0.257 -0.441 -0.468
0.012 0.305 -0.137
-0.551 0.118 0.114
0.919 -0.213 0.268
0.139 -0.475 0.516
0.178 0.681 -0.252
0.440 -0.888 0.658
-0.916 0.309 -0.177
0.282 1.143 -0.993
-0.680 -0.823 -1.381
-0.135 0.380 0.161
0.293 -0.277 -0.076
-0.377 0.536 0.248
-0.264 -0.556 1.077
0.073 -0.119 0.003
1.171 0.295 0.596
-1.411 0.555 -0.157
1.799 0.304 0.220
-1.294 0.456 -1.442
2.181 0.758 0.304
-2.867 -0.412 1.212
0.811 0.065 -0.839
-0.270 -0.218 -0.327
0.333 0.032 0.017
-0.324 -0.208 0.814
-0.095 -0.208 0.139
0.186 -1.095 -0.307
-0.218 -0.037 0.396
0.271 0.192 0.713
-0.036 -0.757 -0.962
-0.074 -0.090 0.164
0.533 0.440 -0.357
0.054 0.140 0.299
-0.105 -0.006 0.028
0.095 0.221 -0.207
0.416 -0.141 0.264
-1.136 -0.318 -0.236
1.671 0.262 0.616
-0.651 -0.427 -1.078
0.029 0.697 0.973
-0.539 0.058 0.848
1.044 -0.150 -0.385
-0.124 -0.459 -0.520
0.346 0.511 0.487
-0.253 0.235 0.014
0.004 0.068 0.267
-0.259 0.031 -0.231
0.548 -0.278 -0.313
0.080 -0.015 0.394
-0.067 -0.449 -0.267
0.019 0.353 -0.496
-0.006 0.112 0.010
-0.056 0.503 0.015
-0.160 -0.428 0.279
-0.175 0.302 -0.130
-0.311 -0.629 -0.184

=====

Question: Which of these has the lowest E_LUMO?
Answer: C28H76O8S8